Entry 1:
{"formula": "C7H12F2GaIO7P", "method": "ωB97M-V/def2-TZVPD", "gap_ev": 6.20, "charge": -1, "e_homo_ev": -3.81, "lumo_ev": 2.39, "symbols": ["C", "P", "O", "Ga", "I", "H", "H", "H", "H", "H", "H", "C", "C", "O", "C", "O", "O", "F", "H", "H", "H", "C", "C", "O", "C", "O", "O", "F", "H", "H", "H"], "coordinates": [[-1.70532, -0.91967, 3.26240], [-1.26496, -1.11249, 1.45631], [-2.60595, -0.56420, 0.59285], [-1.21584, -3.44180, 1.07487], [0.61714, -3.77051, -0.79368], [-1.70052, 0.14796, 3.48927], [-0.94727, -1.41875, 3.86751], [-2.69019, -1.35804, 3.44251], [-2.60916, 0.39575, 0.57313], [-0.70558, -4.23183, 2.36896], [-2.58543, -4.01662, 0.48918], [3.42002, 0.93001, 1.19436], [4.63517, 0.13882, 0.76613], [4.07431, -1.06492, 0.30716], [2.80761, -0.77042, -0.15319], [2.15340, -1.48060, -0.82688], [2.42456, 0.46225, 0.29173], [5.46261, -0.12476, 1.81568], [3.12542, 0.69624, 2.21906], [3.55691, 2.00504, 1.09841], [5.21532, 0.60011, -0.03664], [-1.15185, 2.46282, -2.77734], [-1.83384, 1.59200, -1.75072], [-3.12886, 1.42870, -2.30327], [-2.99872, 1.51821, -3.65561], [-3.81924, 1.18136, -4.43880], [-1.79202, 2.05183, -3.98764], [-1.94277, 2.22645, -0.55189], [-1.34605, 3.52338, -2.60591], [-0.07877, 2.29855, -2.82578], [-1.37012, 0.61513, -1.60215]]}

***

Entry 2:
{"formula": "C8H17N2Si", "method": "ωB97M-V/def2-TZVPD", "e_above_lowest_kj_mol": 627.92, "gap_ev": [5.07, 5.10], "charge": 1, "e_homo_ev": [-12.67, -12.68], "lumo_ev": [-7.60, -7.58], "symbols": ["C", "C", "C", "C", "C", "C", "C", "C", "N", "N", "Si", "H", "H", "H", "H", "H", "H", "H", "H", "H", "H", "H", "H", "H", "H", "H", "H", "H"], "coordinates": [[3.63870, 0.76922, -0.03777], [2.94025, 1.77919, -0.41286], [0.50324, 0.98833, -0.58755], [-2.42228, 1.05507, 0.88429], [1.27235, -2.96909, -0.59860], [-1.20918, -2.65770, 0.82143], [-0.75057, 1.72035, -0.99463], [-1.78586, 2.16089, 0.08276], [0.47436, -0.14728, -0.07325], [1.60319, 1.85006, -0.75678], [0.50530, -1.73940, 0.66725], [3.84531, -0.17380, 0.40864], [3.36912, 2.78130, -0.63400], [-3.32664, 1.55781, 1.51067], [-2.95672, 0.19576, 0.27458], [-1.84525, 0.47024, 1.53185], [1.05125, -2.66175, -1.64500], [2.26395, -2.84875, -0.41600], [0.79232, -3.98025, -0.54655], [-1.16123, -3.74339, 0.63314], [-1.73455, -2.46295, 1.70777], [-1.92200, -2.28559, 0.01683], [-0.57330, 2.70150, -1.38008], [-1.30946, 1.20197, -1.79593], [-1.24819, 2.80008, 0.86389], [-2.58335, 2.66681, -0.29213], [1.51285, 2.66927, -1.35677], [1.05637, -1.69791, 2.12479]]}

***

Entry 3:
{"formula": "C30H27MoN2O3P2S2", "method": "ωB97M-V/def2-TZVPD", "gap_ev": [6.47, 6.58], "charge": 1, "e_homo_ev": [-10.88, -10.82], "lumo_ev": [-4.42, -4.25], "symbols": ["Mo", "S", "P", "C", "P", "S", "C", "C", "C", "C", "C", "C", "C", "C", "C", "C", "C", "C", "C", "C", "C", "C", "C", "C", "C", "C", "C", "C", "C", "C", "H", "H", "H", "H", "H", "H", "H", "H", "H", "H", "H", "H", "H", "H", "H", "H", "H", "H", "H", "H", "C", "C", "N", "O", "C", "C", "N", "O", "H", "H", "H", "H", "H", "H", "H", "O", "C"], "coordinates": [[-1.20191, -1.94210, -0.50040], [0.16547, -1.76355, -2.46300], [0.21745, 0.17579, -1.66700], [-0.30500, -0.00691, -0.05392], [0.74418, -0.57071, 1.19460], [0.06442, -2.49447, 1.46362], [2.51729, -0.63548, 0.87650], [3.29234, 0.49948, 1.11232], [4.64806, 0.47819, 0.83052], [5.23430, -0.67571, 0.32712], [4.46535, -1.80622, 0.09201], [3.10497, -1.78839, 0.35974], [0.55870, 0.38597, 2.70356], [1.02477, -0.13868, 3.90815], [0.91625, 0.60670, 5.06865], [0.35015, 1.87627, 5.02876], [-0.10864, 2.40162, 3.83043], [-0.00663, 1.65532, 2.66404], [-0.95135, 1.17071, -2.60438], [-1.83390, 2.02030, -1.94542], [-2.71969, 2.79694, -2.67919], [-2.71970, 2.72514, -4.06386], [-1.83193, 1.88282, -4.72321], [-0.94557, 1.10640, -3.99692], [1.83434, 0.90635, -1.96338], [1.97304, 2.26187, -1.66240], [3.18498, 2.89289, -1.87904], [4.25504, 2.17522, -2.40070], [4.11577, 0.82883, -2.70018], [2.90388, 0.18831, -2.48199], [2.84093, 1.39385, 1.52547], [5.24983, 1.35808, 1.01554], [6.29703, -0.69427, 0.12307], [4.92502, -2.70673, -0.29321], [2.50524, -2.67186, 0.18156], [1.46606, -1.12849, 3.93759], [1.27225, 0.20050, 6.00578], [0.26682, 2.45652, 5.93815], [-0.54686, 3.39029, 3.80282], [-0.36006, 2.05651, 1.72126], [-1.82830, 2.06646, -0.86394], [-3.40871, 3.45645, -2.16861], [-3.41299, 3.32819, -4.63507], [-1.83334, 1.83076, -5.80356], [-0.25824, 0.44480, -4.51096], [1.13181, 2.82413, -1.27142], [3.29439, 3.94515, -1.65288], [5.20014, 2.67183, -2.57733], [4.95075, 0.27282, -3.10540], [2.79517, -0.86390, -2.71223], [-4.76048, -1.59367, 2.21396], [-3.69063, -1.99910, 1.26707], [-2.80128, -1.18071, 0.82707], [-2.86062, 0.11001, 1.24132], [-3.51969, -3.37452, 0.73706], [-4.38615, -4.54943, 1.02367], [-2.48671, -3.37949, -0.02133], [-1.83469, -4.17813, -0.75937], [-5.43217, -0.88046, 1.73238], [-4.31721, -1.08451, 3.07054], [-5.33455, -2.45150, 2.55284], [-2.00457, 0.46122, 0.87275], [-4.36314, -4.79862, 2.08570], [-4.03189, -5.40807, 0.45777], [-5.42144, -4.34796, 0.74534], [-3.54023, -0.92713, -2.52938], [-2.70788, -1.26191, -1.84908]]}

***

Entry 4:
{"formula": "C11H17O3P", "method": "ωB97M-V/def2-TZVPD", "e_above_lowest_kj_mol": 289.09, "gap_ev": 7.83, "smiles": "CCC(CC)=C1C=CC=C[C@H]1P(=O)(O)O", "e_homo_ev": -7.46, "lumo_ev": 0.37, "symbols": ["C", "C", "C", "C", "C", "C", "C", "C", "C", "C", "C", "P", "O", "O", "O", "H", "H", "H", "H", "H", "H", "H", "H", "H", "H", "H", "H", "H", "H", "H", "H", "H"], "coordinates": [[-1.54765, -2.42806, 1.27711], [-1.71707, -1.18304, 0.32727], [-0.57789, -0.18262, 0.27652], [-0.26815, 0.64465, 1.56831], [1.00973, 0.24554, 2.40341], [0.22276, -0.00487, -0.79681], [0.29819, -0.86395, -1.93673], [1.18448, -0.61877, -2.94254], [2.07438, 0.50398, -3.03887], [1.99047, 1.38793, -2.05383], [1.05263, 1.25995, -0.91052], [-0.42064, 2.39002, -1.04548], [-1.68302, 1.91617, -0.44826], [0.15262, 3.78317, -0.35377], [-0.62588, 2.82700, -2.59757], [-0.85331, -3.14680, 0.85660], [-2.59276, -3.01580, 1.39855], [-1.44943, -2.04712, 2.38277], [-2.67395, -0.57661, 0.60614], [-1.95968, -1.40587, -0.73581], [-0.27310, 1.69119, 1.37727], [-1.29211, 0.53822, 2.06146], [0.97201, -0.76280, 2.89817], [1.03476, 0.86670, 3.44392], [1.94953, 0.22181, 1.84173], [-0.15528, -1.93531, -1.84706], [1.42340, -1.32422, -3.66872], [2.74770, 0.81080, -3.95921], [2.53686, 2.34222, -2.07571], [1.66431, 1.68829, -0.00105], [-0.50227, 4.11672, 0.19726], [-1.51552, 2.55682, -2.80081]]}

***

Entry 5:
{"formula": "FHIPS", "method": "ωB97M-V/def2-TZVPD", "e_above_lowest_kj_mol": 312.23, "gap_ev": [6.81, 6.73], "e_homo_ev": [-9.78, -9.32], "lumo_ev": [-2.97, -2.59], "symbols": ["F", "P", "S", "I", "H"], "coordinates": [[-0.63592, 1.20841, 0.13553], [0.20160, -0.15739, 0.09899], [1.08410, 0.52688, -2.55142], [0.27933, -0.63139, 2.48483], [-0.92911, -0.94651, -0.16794]]}

***

Entry 6:
{"formula": "CHBeO3", "method": "ωB97M-V/def2-TZVPD", "e_above_lowest_kj_mol": 0.00, "gap_ev": 10.00, "charge": 1, "e_homo_ev": -17.99, "lumo_ev": -7.99, "symbols": ["H", "O", "O", "O", "C", "Be"], "coordinates": [[-0.79715, 1.31660, -0.34712], [0.25279, 1.35765, 0.10309], [0.90609, -0.65683, 0.85090], [-0.68687, -0.35399, -0.60259], [0.43280, 0.08067, -0.06357], [-0.10766, -1.74410, 0.05929]]}